[1]
{
  "formula": "C5H8N",
  "method": "ωB97M-V/def2-TZVPD",
  "homo_lumo_gap_ev": 9.856,
  "relative_energy_kcal_mol": 202.86,
  "total_energy_ev": -6789.2917,
  "lumo_energy_ev": -3.83,
  "charge": 1,
  "elements": ["H", "C", "C", "C", "H", "C", "N", "H", "H", "H", "C", "H", "H", "H"],
  "xyz": [[2.3956, 0.6251, -0.2707], [-0.2092, -1.6948, 0.3532], [-0.9151, -0.3880, 0.2890], [-0.6839, 0.1492, -0.9770], [-1.3849, -0.3165, -2.5612], [0.5241, -0.4181, -0.2807], [1.5820, 0.4727, 0.3176], [-2.1220, 1.3872, 0.2872], [1.1325, 1.4853, 0.2835], [-0.3484, 1.9131, 0.2512], [-1.1499, 1.0998, 0.1164], [0.0979, -2.2312, 1.2184], [1.7955, 0.2586, 1.3145], [-0.7141, -2.3425, -0.3412]],
  "forces_ev_per_a": [[0.45, -0.81, 0.01], [0.14, 1.56, -0.42], [1.15, 0.51, 1.54], [-1.40, -0.52, -4.74], [1.78, 1.17, 3.97], [-1.17, -1.58, -0.73], [-2.27, 1.86, 0.33], [-2.03, 0.96, -0.20], [0.90, -2.14, 0.52], [-1.62, -0.91, 0.80], [2.89, -0.13, -0.46], [0.44, 0.22, 0.91], [0.20, 0.12, -0.86], [0.56, -0.32, -0.66]]
}

[2]
{
  "formula": "C3H7N4S",
  "method": "ωB97M-V/def2-TZVPD",
  "homo_lumo_gap_ev": 10.288,
  "relative_energy_kcal_mol": 20.07,
  "total_energy_ev": -20011.7910,
  "lumo_energy_ev": -3.37,
  "charge": 1,
  "elements": ["H", "N", "S", "C", "N", "C", "N", "N", "H", "H", "H", "H", "H", "H", "C"],
  "xyz": [[1.0156, -0.5429, 1.5235], [-1.2054, 0.5690, -0.0201], [2.1931, 1.1554, -1.7186], [-1.4579, 1.6492, -0.7233], [0.1027, 0.2184, -0.1857], [0.5692, 1.1281, -1.0694], [-0.3872, -1.9524, 0.9260], [-0.3878, 1.9982, -1.4260], [-0.7297, -2.7951, 0.4159], [-2.4177, 2.1014, -0.6369], [-0.7955, -1.7631, 1.8287], [1.5404, -1.7145, 0.2414], [-1.7366, 0.1782, 0.7968], [2.9232, 1.0110, -0.6339], [0.7737, -1.2411, 0.6816]],
  "forces_ev_per_a": [[0.30, -1.44, -0.54], [0.24, -1.82, 2.46], [-0.36, 0.20, -1.27], [0.86, -0.04, -0.52], [0.90, 0.20, -1.30], [-0.37, -0.59, 1.01], [0.65, -0.65, 0.18], [-0.17, 0.44, -0.10], [0.89, 1.22, 0.61], [-0.38, 0.54, -0.38], [-0.21, -0.45, -0.17], [2.58, -1.00, -2.54], [0.63, 0.45, -1.46], [-0.04, -0.16, 0.90], [-5.53, 3.10, 3.12]]
}

[3]
{
  "formula": "C20H40O10",
  "method": "ωB97M-V/def2-TZVPD",
  "homo_lumo_gap_ev": 10.175,
  "relative_energy_kcal_mol": 330.78,
  "total_energy_ev": -41850.8638,
  "lumo_energy_ev": 0.58,
  "elements": ["H", "H", "H", "C", "H", "C", "H", "C", "C", "H", "H", "H", "H", "H", "O", "H", "H", "C", "H", "H", "H", "H", "C", "C", "O", "O", "H", "H", "O", "H", "C", "C", "H", "H", "H", "H", "O", "H", "C", "C", "C", "H", "C", "H", "C", "O", "O", "O", "H", "H", "C", "H", "H", "H", "H", "C", "H", "C", "H", "H", "O", "C", "C", "H", "O", "H", "C", "H", "H", "H"],
  "xyz": [[7.6733, 12.9429, -21.8799], [2.5721, 15.1115, -19.6702], [4.9975, 6.7484, -16.3980], [5.0901, 10.7981, -17.5773], [8.7284, 15.5220, -25.7073], [5.4557, 15.3205, -20.8735], [1.8552, 14.9588, -23.6444], [3.9119, 12.5295, -17.4866], [8.8739, 14.7077, -21.3168], [2.6378, 7.5951, -18.1779], [4.5722, 11.2603, -18.4177], [3.0206, 13.1369, -17.6442], [4.0660, 14.7275, -22.6654], [8.7142, 14.4134, -20.2795], [7.1466, 16.5477, -23.4224], [6.0778, 12.7210, -17.8815], [4.4060, 15.5141, -20.6528], [3.2024, 14.6117, -22.0105], [6.0811, 10.4324, -17.8459], [3.5921, 17.9458, -18.9224], [2.5035, 14.0932, -14.9137], [2.8375, 17.4342, -20.5301], [1.9306, 14.2676, -22.8049], [4.2278, 12.7196, -20.8737], [3.0596, 15.5455, -17.7316], [5.0382, 14.0761, -18.9088], [5.6879, 14.6337, -21.6874], [3.8726, 12.0884, -16.4907], [3.0903, 9.9817, -16.4597], [4.8780, 11.4371, -19.3837], [4.1252, 7.3575, -16.6350], [3.3173, 17.1358, -19.5980], [3.5080, 7.3801, -15.7369], [3.1979, 12.0794, -19.1253], [1.9046, 13.2534, -23.2033], [3.9690, 14.1436, -15.8540], [4.7637, 8.4413, -17.1825], [2.6260, 6.0285, -17.4103], [5.9946, 14.7046, -19.6184], [3.1088, 14.7396, -15.5493], [4.1787, 9.7212, -17.0485], [3.9432, 11.6231, -18.0912], [7.7021, 14.0066, -22.1159], [6.7150, 14.2251, -21.7086], [3.9058, 11.6445, -19.8308], [5.1980, 12.6052, -21.5509], [7.1688, 14.9232, -19.2266], [1.1063, 14.6663, -16.8796], [8.8427, 15.7884, -21.4556], [5.5116, 13.9382, -16.8049], [2.2965, 14.9985, -16.8166], [6.9542, 14.9615, -25.9409], [3.4441, 10.7164, -20.1679], [6.0015, 16.2540, -21.0109], [5.3055, 11.5146, -16.7847], [7.4951, 15.5734, -24.0156], [1.5691, 16.3247, -18.8308], [7.6681, 15.6508, -25.4899], [3.7701, 6.2668, -18.6240], [3.1671, 15.5950, -21.5415], [3.2577, 13.6379, -20.9751], [2.5788, 15.9326, -18.9533], [5.2226, 13.3686, -17.6882], [1.0592, 14.4659, -22.1809], [7.8609, 14.3445, -23.5094], [4.2304, 16.6313, -19.9139], [3.2854, 6.8007, -17.8067], [9.8307, 14.3080, -21.6527], [3.3201, 15.6850, -15.0496], [7.4563, 16.6838, -25.7660]],
  "forces_ev_per_a": [[0.82, -0.35, -1.20], [-0.14, -0.06, 0.47], [-0.35, -0.69, 0.10], [4.72, -6.13, 2.14], [-0.18, -0.72, -0.39], [0.05, 0.41, 1.53], [0.00, 0.00, -0.15], [-2.25, 4.70, 2.73], [-1.06, -1.37, -0.57], [0.11, 0.00, -0.10], [6.32, -4.74, 0.53], [0.06, 0.15, -0.02], [-0.04, -0.91, 0.08], [0.54, 0.41, -0.29], [-0.57, 0.13, 1.65], [0.08, 0.04, 0.10], [1.45, -0.70, -0.70], [-1.56, -0.29, -1.76], [0.01, -0.94, -0.21], [-0.48, 0.03, -0.08], [-0.03, 0.26, 0.08], [-0.33, 0.30, 0.36], [0.25, 1.09, 0.07], [-1.90, -2.18, 0.25], [1.50, 0.47, 0.77], [-0.06, 0.86, -0.49], [-2.18, 1.30, 0.38], [-0.73, 1.08, 0.13], [3.62, -1.67, -2.23], [0.05, 0.32, -2.92], [-0.32, -2.88, -1.51], [1.25, -1.72, 0.64], [0.07, 1.20, -0.03], [-0.14, -0.30, -1.76], [0.18, 0.02, 0.23], [0.04, 0.77, 0.56], [-0.47, 5.12, 0.54], [-0.33, -0.02, 0.12], [3.40, 1.65, 2.04], [-0.79, -0.38, -0.48], [-1.39, -0.70, 2.16], [-6.14, 5.58, 4.68], [1.76, 1.21, 1.39], [2.66, -0.08, -1.12], [-1.50, 1.81, -3.77], [0.90, 0.41, -1.11], [-4.05, -1.28, -0.12], [2.31, 1.13, -0.86], [-0.04, -0.10, 0.21], [-0.19, 0.62, -0.42], [-2.44, -1.33, 2.16], [0.55, -0.12, -0.45], [0.42, 0.04, -0.77], [-0.03, -0.11, -0.25], [0.25, -1.35, -0.21], [0.86, -0.98, 0.16], [-0.44, -0.66, 0.12], [0.16, 0.32, -0.03], [0.64, 0.60, 0.06], [-0.93, -0.25, -0.34], [0.52, -0.38, 0.11], [-2.37, 2.25, -2.00], [-0.28, -1.16, -0.81], [-0.07, -0.32, 0.03], [-1.02, 0.15, -0.67], [0.00, 1.78, 0.55], [-0.84, -1.10, 1.06], [0.01, 0.07, -0.22], [0.36, -0.17, -0.05], [-0.30, -0.19, -0.06]]
}

Number 1: highest occupied orbital energy -13.7 eV. Number 2: highest occupied orbital energy -13.7 eV. Number 3: highest occupied orbital energy -9.6 eV.